{
  "formula": "C15H31MgNO2P2",
  "method": "ωB97M-V/def2-TZVPD",
  "de_lowest_kj_mol": 15.5,
  "gap_ev": 4.7482,
  "lumo_energy_ha": -0.0197,
  "multiplicity": 1,
  "elements": ["P", "P", "C", "C", "H", "H", "H", "H", "C", "H", "H", "H", "C", "H", "H", "H", "C", "H", "H", "H", "C", "H", "H", "H", "Mg", "C", "C", "C", "C", "C", "C", "C", "C", "C", "H", "H", "H", "H", "H", "H", "H", "H", "H", "H", "H", "H", "H", "H", "H", "O", "N", "O"],
  "xyz": [[0.0255, -1.1667, -1.7301], [0.2033, 1.9306, -0.2558], [0.0552, 0.3804, -2.7164], [0.6832, 1.5822, -2.0329], [-0.9741, 0.6056, -3.0312], [0.6114, 0.1190, -3.6246], [1.7840, 1.5265, -2.0500], [0.3950, 2.4963, -2.5797], [-1.3090, 2.9136, -0.6046], [-1.5554, 3.4712, 0.3055], [-2.1588, 2.2706, -0.8743], [-1.1370, 3.6182, -1.4306], [1.5053, 3.3248, -0.1467], [1.6127, 3.8421, -1.1134], [2.5237, 2.9068, 0.0592], [1.2320, 4.1039, 0.5929], [-0.9139, -2.2541, -2.8754], [-1.1374, -3.2005, -2.3668], [-0.2904, -2.4462, -3.7576], [-1.8497, -1.7683, -3.1871], [1.6747, -1.9650, -1.9025], [2.4851, -1.3113, -1.5570], [1.8501, -2.2018, -2.9636], [1.6965, -2.9063, -1.3433], [1.6354, 2.4022, 1.8226], [-0.8446, 0.0789, 0.4371], [-1.4622, -0.7287, -0.6608], [-2.5800, -1.7146, -0.1745], [-2.2626, -2.3243, 1.1965], [-1.1954, -3.3509, 1.0252], [0.0912, -3.0762, 0.7650], [0.8646, -1.8647, 1.2234], [0.1779, -0.5117, 1.3961], [1.9386, 0.9187, 3.3577], [-1.6195, 0.6248, 0.9982], [-2.0384, -0.0457, -1.3284], [-2.7768, -2.5028, -0.9191], [-3.5140, -1.1357, -0.0746], [-1.9198, -1.5161, 1.8512], [-3.1798, -2.7323, 1.6328], [-1.5530, -4.3899, 1.1116], [0.7337, -3.8943, 0.4072], [1.7777, -1.7680, 0.6108], [1.2744, -2.0641, 2.2352], [-0.2352, -0.4373, 2.4111], [1.0524, 0.1800, 1.4437], [2.7236, 1.4791, 3.8881], [2.2635, -0.1131, 3.1671], [1.0156, 0.9049, 3.9571], [-0.0458, 3.4195, 2.8073], [0.7125, 4.2367, 3.4175], [1.9542, 4.0539, 3.1809]],
  "atomic_forces_ev_per_a": [[-3.217, -0.139, -2.481], [0.475, -1.145, 1.246], [0.572, -0.288, -0.161], [0.506, 0.271, 0.442], [0.262, -0.284, 0.240], [-0.038, 0.153, -0.048], [-0.318, -0.056, -0.117], [0.246, -0.316, 0.061], [0.111, 0.294, 0.249], [-0.130, -0.035, -0.185], [0.290, 0.074, 0.165], [-0.026, -0.080, 0.236], [0.291, 2.287, -2.231], [0.356, 0.422, 0.326], [-0.430, 0.169, -0.236], [0.211, -0.142, -0.263], [0.534, -0.118, -0.369], [0.043, 0.195, -0.169], [-0.313, -0.115, 0.062], [0.312, -0.159, 0.208], [0.463, 0.121, 0.914], [-0.245, -0.186, 0.046], [-0.471, 0.350, 0.276], [-0.008, 0.290, -0.070], [-0.855, -0.747, 2.292], [-0.211, 0.384, -0.883], [-0.407, -0.283, 2.139], [0.318, -0.405, -0.246], [-0.082, 0.428, 0.335], [0.025, -0.504, -0.039], [0.158, -0.747, 0.705], [0.152, 0.158, -0.303], [-0.137, 0.636, -0.044], [0.836, 0.489, -0.298], [0.117, -0.168, -0.096], [0.953, -0.452, -0.305], [-0.069, 0.097, 0.190], [0.381, 0.090, -0.199], [-0.280, -0.168, -0.099], [0.206, -0.122, -0.070], [0.348, 0.334, -0.816], [-0.254, 0.005, 0.520], [-0.285, 0.062, 0.096], [-0.174, -0.302, -0.512], [0.230, -0.176, -0.166], [-0.741, -0.221, -0.108], [-0.128, -0.489, 0.439], [0.080, 0.237, 0.190], [0.229, 0.103, -0.137], [1.042, 0.895, 0.082], [0.415, -0.882, -0.345], [-1.343, 0.188, -0.462]]
}